1.
The following is a DFT calculation (ωB97M-V/def2-TZVPD) of a molecular structure, C57H56Cl4N5O3RbSb2.

orbital gap = 4.983 eV
E_LUMO = 3.55 eV

```
! RIJCOSX wB97M-V def2-TZVPD def2/J DEFGRID3
* xyz -2 1
Rb 0.6531 0.4231 -0.0040
Cl 1.7785 4.3392 -6.0354
C 1.4253 2.9772 -5.0071
C 1.8350 1.7130 -5.3600
Cl 2.7067 1.4439 -6.8454
C 1.5440 0.6353 -4.5045
Cl 2.0668 -0.9795 -4.9238
C 0.8580 0.7712 -3.2894
O 0.6329 -0.2250 -2.5081
C 0.3974 2.1224 -2.9153
O -0.2359 2.3094 -1.8141
C 0.7209 3.1608 -3.8026
Cl 0.2171 4.7718 -3.3398
C 6.2542 2.7030 -1.4308
C 4.9916 2.3138 -1.8513
C 4.1253 1.6981 -0.9567
C 4.5267 1.4578 0.3500
C 5.7904 1.8502 0.7760
C 6.6472 2.4745 -0.1143
N 3.5703 0.7803 1.1871
N 4.0700 0.2703 2.1989
C 3.1810 -0.5185 3.0189
C 3.7002 -0.7172 4.3047
C 2.9958 -1.4881 5.2080
C 1.7961 -2.0694 4.7889
C 1.3352 -1.8668 3.4944
C 2.0002 -1.0849 2.5213
H 6.9298 3.1898 -2.1232
H 4.6643 2.4882 -2.8685
H 3.1397 1.4104 -1.2971
H 6.0810 1.6534 1.7987
H 7.6304 2.7862 0.2184
H 4.6461 -0.2571 4.5757
H 3.3725 -1.6455 6.2124
H 1.2334 -2.6934 5.4784
H 0.4018 -2.3609 3.2199
C -4.1876 -1.7119 0.9275
C -4.9961 -0.6805 0.1308
C -4.6885 0.7847 0.4533
Sb -2.7814 1.4474 -0.3251
C -3.1883 3.5401 -0.1029
C -4.0099 4.0368 0.9081
C -4.1840 5.4090 1.0648
C -3.5374 6.2928 0.2114
C -2.7136 5.8031 -0.7952
C -2.5359 4.4349 -0.9522
C -3.3828 1.3057 -2.3669
C -4.5685 1.8684 -2.8351
C -4.9327 1.7399 -4.1679
C -4.1104 1.0422 -5.0451
C -2.9293 0.4786 -4.5872
C -2.5644 0.6106 -3.2523
Sb -2.1372 -2.1795 0.3352
C -2.6293 -2.7994 -1.6501
C -3.8298 -3.4336 -1.9617
C -4.1233 -3.7890 -3.2716
C -3.2158 -3.5051 -4.2845
C -2.0218 -2.8665 -3.9844
C -1.7275 -2.5132 -2.6732
C -2.2784 -4.0937 1.3032
C -2.1600 -5.2954 0.6083
C -2.2369 -6.5090 1.2789
C -2.4268 -6.5397 2.6544
C -2.5376 -5.3494 3.3583
C -2.4622 -4.1368 2.6836
H -4.6989 -2.6771 0.9102
H -4.1316 -1.4072 1.9775
H -6.0569 -0.8605 0.3484
H -4.8833 -0.8582 -0.9448
H -4.6689 0.9344 1.5367
H -5.4624 1.4340 0.0364
H -4.4998 3.3558 1.5952
H -4.8205 5.7840 1.8584
H -3.6695 7.3616 0.3358
H -2.1933 6.4867 -1.4560
H -1.8531 4.0550 -1.7049
H -5.2086 2.4263 -2.1583
H -5.8529 2.1887 -4.5251
H -4.3887 0.9463 -6.0884
H -2.2775 -0.0572 -5.2667
H -1.6298 0.1833 -2.9045
H -4.5474 -3.6572 -1.1790
H -5.0623 -4.2797 -3.5019
H -3.4476 -3.7723 -5.3092
H -1.3124 -2.6230 -4.7665
H -0.8005 -1.9855 -2.4735
H -1.9865 -5.2789 -0.4603
H -2.1378 -7.4359 0.7255
H -2.4795 -7.4877 3.1772
H -2.6752 -5.3636 4.4333
H -2.5400 -3.2132 3.2497
O -2.4814 1.9765 3.3189
C -1.2978 2.2092 3.0929
C -0.1962 1.2307 3.4237
C 0.7960 1.7172 4.4878
C 1.8882 2.6223 3.9216
C 1.3978 3.9264 3.2970
C 0.4409 3.7406 2.1226
N -0.9102 3.3789 2.5234
H 0.3829 1.0434 2.5151
H -0.6628 0.2954 3.7190
H 1.2756 0.8331 4.9136
H 0.2619 2.2225 5.3005
H 2.4372 2.0537 3.1650
H 2.6069 2.8555 4.7134
H 2.2646 4.4911 2.9413
H 0.8968 4.5441 4.0507
H 0.8569 3.0116 1.4188
H 0.3495 4.6707 1.5626
H -1.6635 3.9547 2.1765
N 0.4600 -3.9870 -0.7113
C 1.5424 -3.6968 -0.4023
N 2.7791 -3.2918 -0.1799
C 3.4882 -3.7084 1.0297
C 4.9709 -3.3213 0.9015
C 5.3625 -3.0883 -0.5543
C 4.5869 -1.9020 -1.1291
C 3.1089 -1.9541 -0.7151
H 3.3630 -4.7884 1.1276
H 3.0480 -3.2261 1.9055
H 5.5863 -4.1060 1.3468
H 5.1551 -2.4071 1.4741
H 5.1447 -3.9898 -1.1345
H 6.4366 -2.9054 -0.6356
H 4.6805 -1.8779 -2.2159
H 5.0205 -0.9717 -0.7511
H 2.4422 -1.7562 -1.5579
H 2.8805 -1.2266 0.0690
*
```

These are the Löwdin partial charges, in e, on atoms 1 to 8: atom 1 (Rb): 0.60, atom 2 (Cl): 0.57, atom 3 (C): -0.74, atom 4 (C): -0.74, atom 5 (Cl): 0.57, atom 6 (C): -0.62, atom 7 (Cl): 0.62, atom 8 (C): -0.48

***

2.
The following is a DFT calculation (ωB97M-V/def2-TZVPD) of a molecular structure, C57H56FeN6S3 in a non-equilibrium geometry.

orbital gap (alpha / beta) = 5.511 / 6.740 eV
E_LUMO (alpha / beta) = 0.39 / -0.13 eV

```
! RIJCOSX wB97M-V def2-TZVPD def2/J DEFGRID3
* xyz 0 5
Fe 1.2807 0.1864 -1.0604
S -0.1469 1.8718 -0.0796
C -1.1165 1.2097 1.1672
N -2.0536 1.9956 1.7909
C -3.0254 1.3572 2.6419
C -2.3869 0.1959 3.4038
N -1.7700 -0.6996 2.4591
C -1.6988 -2.0929 2.8062
C -3.0557 -2.7444 2.7679
C -3.4145 -3.6905 3.7186
C -4.6514 -4.3097 3.6672
C -5.5510 -3.9847 2.6663
C -5.2066 -3.0318 1.7223
C -3.9684 -2.4163 1.7717
C -0.9706 -0.1384 1.4913
S 0.2229 -1.0901 0.6985
C -2.0035 3.4442 1.7328
C -1.1366 4.0184 2.8273
C -1.6841 4.4501 4.0286
C -0.8727 4.9713 5.0229
C 0.4950 5.0615 4.8288
C 1.0511 4.6157 3.6404
C 0.2400 4.0951 2.6484
H -3.8572 0.9651 2.0350
H -3.4292 2.0901 3.3446
H -3.1561 -0.3511 3.9554
H -1.6509 0.5936 4.1163
H -1.2558 -2.2247 3.8014
H -1.0364 -2.5658 2.0729
H -2.7175 -3.9499 4.5028
H -4.9164 -5.0463 4.4111
H -6.5146 -4.4726 2.6228
H -5.9074 -2.7703 0.9420
H -3.7004 -1.6737 1.0336
H -3.0255 3.8284 1.8144
H -1.5908 3.7197 0.7590
H -2.7528 4.3933 4.1905
H -1.3090 5.3103 5.9522
H 1.1272 5.4765 5.6017
H 2.1193 4.6676 3.4860
H 0.6698 3.7392 1.7248
C 0.8474 1.5006 5.0919
C 2.0028 0.4960 5.0023
C 1.4508 -0.9237 4.7987
C 2.7720 0.5114 6.3262
C 2.8727 0.8652 3.8091
C 4.1998 1.2723 3.9382
C 4.9940 1.5085 2.8277
C 4.4602 1.3014 1.5754
S 5.2645 1.3631 0.0312
C 3.7527 0.8483 -0.7290
N 2.7427 0.7062 0.1135
C 3.1105 0.9309 1.4063
C 2.3262 0.7532 2.5397
C 3.6944 0.5398 -2.1046
C 4.8518 0.0120 -2.7130
C 4.8335 -0.4942 -3.9827
C 3.6328 -0.4578 -4.7097
C 2.5160 0.1195 -4.1695
C 2.4709 0.6574 -2.8572
H 0.1251 1.1999 5.8513
H 0.3386 1.5853 4.1350
H 1.2272 2.4866 5.3512
H 0.7196 -1.1581 5.5721
H 2.2578 -1.6504 4.8533
H 0.9748 -1.0327 3.8301
H 2.1332 0.1282 7.1212
H 3.0754 1.5229 6.5886
H 3.6561 -0.1212 6.2730
H 4.6430 1.3978 4.9113
H 6.0208 1.8210 2.9381
H 1.2971 0.4800 2.3955
H 5.7564 -0.0245 -2.1218
H 5.7285 -0.9085 -4.4216
H 3.6080 -0.8322 -5.7227
H 1.6554 0.2387 -4.8053
C -2.6292 -3.6181 -5.0400
C -2.0024 -2.6719 -6.0214
C -2.2767 -2.7821 -7.3735
C -1.7183 -1.9176 -8.2993
C -0.8755 -0.9135 -7.8634
C -0.5846 -0.7815 -6.5181
C -1.1328 -1.6576 -5.5845
N -0.8258 -1.6180 -4.2223
C -0.2569 -0.6352 -3.4508
N -0.3818 0.6549 -3.8464
C 0.1935 1.7633 -3.1951
C 1.4875 1.7177 -2.5907
C 1.9521 2.9272 -2.0244
C 1.2060 4.0770 -2.0305
C -0.0514 4.0904 -2.6200
C -0.5590 2.9431 -3.2043
C -1.9117 2.9752 -3.8620
N 0.3459 -0.8980 -2.3363
C 0.7054 -2.1747 -1.9073
C 2.0651 -2.4945 -1.8915
C 2.5008 -3.7272 -1.4504
C 1.5841 -4.6746 -1.0244
C 0.2369 -4.3636 -1.0274
C -0.2259 -3.1275 -1.4585
C -1.6955 -2.8312 -1.3732
H -3.3637 -4.2469 -5.5373
H -3.1287 -3.0668 -4.2430
H -1.8773 -4.2710 -4.5919
H -2.9426 -3.5627 -7.7088
H -1.9390 -2.0296 -9.3490
H -0.4273 -0.2335 -8.5709
H 0.1002 -0.0108 -6.2039
H -0.8465 -2.5181 -3.7633
H -1.1225 0.8624 -4.5008
H 2.9488 2.9493 -1.6126
H 1.6039 4.9806 -1.5952
H -0.6367 4.9968 -2.6207
H -2.3518 3.9628 -3.7534
H -2.5884 2.2506 -3.4074
H -1.8299 2.7617 -4.9304
H 2.7819 -1.7750 -2.2528
H 3.5584 -3.9427 -1.4475
H 1.9167 -5.6446 -0.6867
H -0.4827 -5.0895 -0.6748
H -2.0240 -2.9569 -0.3439
H -2.2730 -3.5211 -1.9902
H -1.9059 -1.8078 -1.6713
*
```

These are the Löwdin partial charges, in e, on atoms 1 to 8: atom 1 (Fe): 0.24, atom 2 (S): 0.87, atom 3 (C): -0.62, atom 4 (N): -0.12, atom 5 (C): -0.12, atom 6 (C): -0.12, atom 7 (N): -0.14, atom 8 (C): -0.16

***

Relative energy (zero: lowest compared OMol25 entry of this formula, charge and spin) / kcal per mole: 0.0 33.5